(1)
{
  "formula": "C33H51N5O9PS2",
  "method": "ωB97M-V/def2-TZVPD",
  "e_homo_ev": -9.80,
  "energy_ha": -3376.285304,
  "largest_force_ha_per_bohr": 0.0673,
  "charge": 1,
  "gap_ha": 0.2015,
  "species": ["S", "S", "P", "O", "O", "O", "O", "O", "O", "O", "O", "O", "N", "N", "N", "N", "N", "C", "C", "C", "C", "C", "C", "C", "C", "C", "C", "C", "C", "C", "C", "C", "C", "C", "C", "C", "C", "C", "C", "C", "C", "C", "C", "C", "C", "C", "C", "C", "C", "C", "H", "H", "H", "H", "H", "H", "H", "H", "H", "H", "H", "H", "H", "H", "H", "H", "H", "H", "H", "H", "H", "H", "H", "H", "H", "H", "H", "H", "H", "H", "H", "H", "H", "H", "H", "H", "H", "H", "H", "H", "H", "H", "H", "H", "H", "H", "H", "H", "H", "H", "H"],
  "coordinates": [[7.410079, -0.827212, -3.310417], [7.761108, 0.994304, -0.962913], [-0.278319, -2.991963, -3.671181], [-3.034902, 0.523999, 4.748378], [1.293574, 2.346256, 7.924015], [-0.852120, 0.455955, 4.240722], [0.785629, 0.543406, 6.664967], [-0.844095, 1.703522, 7.707614], [-8.329852, -3.484794, 1.558650], [-2.033616, 2.340342, 3.855047], [-7.303425, -1.968681, 2.877017], [-8.149996, -1.352047, 0.876684], [5.320996, -0.088600, -1.670187], [0.192299, -3.287585, -2.174127], [-3.411297, -0.570623, -3.269501], [-4.797322, -0.806720, -3.103856], [-2.663279, -1.642882, -3.391994], [-8.623754, -2.098724, -0.239852], [8.984587, 1.722347, -2.133055], [-2.630319, -0.836677, 4.885669], [-1.620767, 1.057090, -3.494324], [-0.696187, -0.081228, -3.646280], [-5.950492, 1.533298, -1.287051], [0.818699, 0.127134, -3.877984], [10.015378, 2.610337, -1.331767], [6.068791, -1.845293, 0.092722], [-9.142068, -3.359733, 0.395360], [9.781644, 4.166865, -1.533797], [-1.134498, -0.728077, 4.985714], [3.048010, 0.294026, -2.543857], [-4.072052, 1.924055, -3.069833], [-5.452809, 1.439718, 1.196525], [-6.408671, 1.364343, 0.098799], [-1.976501, 1.212103, 4.244925], [-3.595498, 1.893177, -0.452185], [4.422525, -0.517299, -2.748896], [-7.055881, 1.410228, -2.402225], [6.692736, -0.060776, -2.037596], [0.446301, 1.445898, 7.365853], [4.615673, -3.830210, -0.895261], [-3.058186, 0.743149, -3.277534], [1.758271, -0.583525, -2.803298], [6.051321, -3.167067, -0.783938], [-7.871902, -2.243229, 1.870182], [0.497150, 3.384996, 8.490162], [-1.355159, -1.439712, -3.554992], [-4.540295, 1.793403, -1.566496], [-4.047189, 1.725431, 0.912683], [-0.822652, 2.703784, 8.722980], [5.045031, -0.746087, -0.365175], [1.180982, -0.633106, -1.837744], [4.155764, -1.606471, -2.730672], [-1.668167, 3.382284, 8.618767], [-1.070639, -4.123533, -4.059788], [-5.769837, 1.281990, 2.255044], [-7.788126, -2.285097, -0.920771], [2.033720, -1.599331, -3.181020], [0.943290, 3.758952, 9.410598], [-1.257581, 2.109775, -3.540224], [8.839900, 4.383376, -2.111284], [10.638025, 4.625604, -2.105108], [7.112919, -1.455940, 0.259990], [-4.896308, -1.298937, -2.204392], [8.393928, 2.305579, -2.892226], [1.074056, 1.212101, -4.031774], [1.055651, -0.360502, -4.872285], [4.042861, -1.250060, -0.452730], [-7.964875, 0.882319, -2.003583], [11.030311, 2.387521, -1.764262], [3.028071, 0.801474, -1.545784], [4.110495, -3.555480, -1.852442], [-5.016741, -1.463849, -3.865421], [4.786677, -4.944484, -0.939051], [-6.657728, 0.861253, -3.289503], [6.550655, -3.054569, -1.775855], [-0.623716, -1.589258, 4.556123], [9.763890, 4.693406, -0.544692], [4.942045, 0.004539, 0.467050], [-9.031754, -4.229714, -0.250793], [9.556574, 0.891484, -2.615495], [0.826704, -2.779813, -4.548108], [-7.353007, 2.439586, -2.734339], [-7.471931, 1.142718, 0.340659], [-2.525918, 2.099619, -0.679759], [10.092310, 2.318543, -0.246658], [-2.953936, -1.393468, 4.001785], [0.424663, 4.205411, 7.772143], [-0.876876, 2.217126, 9.699903], [-0.793714, -0.589346, 6.007784], [-9.399078, -1.549502, -0.773304], [-3.309242, 1.776901, 1.760423], [3.071972, 1.131709, -3.302030], [5.729237, -2.178810, 1.119598], [-4.925119, 1.873175, -3.787182], [-3.523980, 2.895632, -3.220247], [4.767149, -0.261906, -3.775951], [6.681655, -3.905278, -0.205491], [4.017128, -3.622675, 0.024719], [-10.187699, -3.275584, 0.701077], [-3.077381, -1.288615, 5.769935], [-0.162471, -4.207575, -1.884560]],
  "forces_ev_per_angstrom": [[-0.759, 0.504, 0.276], [-0.828, -0.256, -0.400], [-0.070, -1.277, 3.214], [0.330, 0.285, -0.209], [-0.373, -0.331, -0.155], [-0.554, 0.294, -0.095], [0.161, 0.366, 0.420], [0.418, -0.085, -0.166], [0.160, 0.452, -0.085], [-0.050, -0.295, -0.013], [-0.106, -0.012, -0.325], [-0.032, -0.335, 0.141], [1.766, -1.011, -1.107], [-0.315, -0.120, -1.072], [-0.895, 2.072, 0.468], [0.283, -0.852, -0.311], [2.373, 0.578, -0.370], [-0.119, 0.257, -0.497], [0.502, -0.335, -0.089], [-0.291, -0.557, -0.001], [-0.127, -3.356, 0.132], [-2.450, 1.233, 0.595], [-0.089, -0.231, 1.230], [-0.184, -0.820, -0.817], [0.330, 0.401, -0.598], [-0.406, -0.669, 0.162], [-0.394, -0.454, -0.226], [0.300, 0.028, 0.237], [0.161, -0.692, 0.261], [0.380, 0.043, -0.860], [0.604, -0.875, 1.135], [0.706, 0.363, -1.892], [2.443, 0.291, -0.034], [0.148, 0.236, 0.047], [-1.817, -0.328, -0.084], [-2.109, 0.422, 0.098], [0.740, 0.376, 0.419], [0.682, 0.673, 0.217], [0.276, -0.167, -0.178], [1.184, -0.520, -0.215], [2.407, 1.166, -0.830], [-0.290, 1.280, 0.424], [0.160, -0.301, 0.948], [0.245, 0.012, 0.618], [0.182, 0.587, 0.204], [0.864, 1.419, -1.248], [-1.173, -0.113, 1.359], [-0.951, -0.369, -0.934], [-0.494, 0.238, 0.410], [-0.199, -0.281, 1.220], [0.648, -0.480, -0.995], [0.613, 0.745, 0.084], [-0.023, -0.176, -0.151], [0.119, 1.063, -0.864], [0.247, 0.163, -1.121], [-0.001, -0.032, 0.039], [-0.260, 0.833, 0.664], [0.142, -0.146, -0.102], [-0.483, -1.051, 0.054], [0.869, -0.216, 0.739], [-0.898, -0.530, 0.489], [-1.062, -0.269, -0.480], [-0.081, 0.263, -0.434], [0.814, -0.570, 0.672], [-0.541, -1.020, 0.482], [-0.298, 0.574, 0.840], [0.883, 0.567, 0.001], [0.955, 0.549, -0.374], [-0.990, 0.047, 0.455], [-0.049, -0.688, -0.783], [0.057, -0.045, 1.003], [-0.171, 0.196, 0.546], [-0.374, 1.081, 0.015], [-0.497, 0.374, 0.748], [-0.584, 0.084, 0.724], [0.082, 0.201, -0.130], [-0.220, -0.393, -0.913], [0.180, -0.471, -0.906], [0.087, -0.041, 0.194], [-0.798, 0.678, 0.261], [-0.907, 0.318, -0.281], [0.122, -0.898, 0.248], [0.982, 0.229, -0.420], [-0.874, -0.158, 0.342], [-0.347, 0.324, -1.071], [-0.037, 0.070, 0.010], [-0.015, -0.069, -0.006], [0.040, -0.013, -0.055], [-0.052, -0.006, -0.133], [0.083, 0.115, 0.137], [-0.900, 0.077, -1.042], [-0.021, -0.754, 0.827], [0.227, 0.481, -0.959], [0.758, -0.096, 0.681], [-0.422, -1.094, 0.055], [0.295, -0.263, 1.074], [-0.481, 0.782, -0.635], [0.229, -0.049, -0.915], [0.053, 0.040, -0.005], [-0.089, 0.211, -0.033], [0.256, 0.530, -0.001]]
}

(2)
{
  "formula": "C33H51NO19S",
  "method": "ωB97M-V/def2-TZVPD",
  "e_homo_ev": -7.88,
  "energy_ha": -3169.931401,
  "largest_force_ha_per_bohr": 0.1005,
  "smiles": "OCCCc1cccc2c1Nc1ccccc1S2.COC(=O)OC.COC(=O)OC.COC(=O)OC.COC(=O)OC.COC(=O)OC.COC(=O)OC",
  "charge": 0,
  "gap_ha": 0.2925,
  "species": ["S", "O", "O", "O", "O", "O", "O", "O", "O", "O", "O", "O", "O", "O", "O", "O", "O", "O", "O", "O", "N", "C", "C", "C", "C", "C", "C", "C", "C", "C", "C", "C", "C", "C", "C", "C", "C", "C", "C", "C", "C", "C", "C", "C", "C", "C", "C", "C", "C", "C", "C", "C", "C", "C", "H", "H", "H", "H", "H", "H", "H", "H", "H", "H", "H", "H", "H", "H", "H", "H", "H", "H", "H", "H", "H", "H", "H", "H", "H", "H", "H", "H", "H", "H", "H", "H", "H", "H", "H", "H", "H", "H", "H", "H", "H", "H", "H", "H", "H", "H", "H", "H", "H", "H", "H"],
  "coordinates": [[1.774956, 2.756257, -0.640980], [9.554455, -1.528584, 1.513259], [-3.316555, 3.355877, 0.792917], [-0.103130, -8.097047, -0.631791], [-10.481047, 3.610668, 2.721245], [-3.287590, 9.276244, 1.248909], [-9.778134, 1.586291, 2.239252], [-6.564331, -10.988488, -0.323733], [1.239144, -6.278259, -0.220690], [-8.309805, 3.339828, 2.020499], [-6.513578, -9.480926, 1.409304], [-4.205105, 5.431273, 0.366412], [2.063885, -8.303822, -0.924700], [-4.636015, -9.950031, 0.370457], [7.342242, -2.285258, -5.887942], [-2.042601, 5.266258, 0.714048], [-1.362661, 9.511369, 2.481002], [-3.232045, 10.800957, 2.828994], [5.343190, -1.375158, -5.884151], [6.697965, -1.057545, -4.055916], [3.986113, 0.372516, -1.419971], [4.551376, 1.608183, -0.755046], [6.801189, 3.089129, 0.321859], [-3.199981, 4.561731, 0.640001], [-0.187778, -1.157998, 0.757948], [7.286839, 0.604687, -0.892200], [1.082543, -7.441328, -0.558035], [4.340560, -0.591194, -5.240425], [-8.743883, 0.704761, 1.806263], [8.593869, -2.527507, -5.248529], [1.025983, -2.204720, 0.358730], [-7.919119, -9.662645, 1.569569], [-2.653846, 8.231784, 0.512991], [8.295893, 0.381006, 0.406866], [0.061846, 0.428523, 0.424881], [-2.535685, 11.475787, 3.874909], [3.641879, 2.917167, -0.266167], [2.444214, -1.719371, -0.381825], [3.376439, -7.746562, -0.894453], [-5.965557, -10.218236, 0.410595], [-2.510585, 9.830376, 2.213495], [2.699477, -0.105082, -0.737270], [-0.890858, 4.474604, 0.998696], [-3.924307, -10.660789, -0.640681], [-9.410922, 2.891279, 2.298706], [-1.234202, -7.306644, -0.271175], [-5.491897, 4.825693, 0.258973], [5.842031, 4.329881, 0.825485], [4.238107, 4.240343, 0.496645], [6.191140, 1.744302, -0.456728], [9.280793, -0.942497, 0.189967], [6.483044, -1.525065, -5.163296], [1.459054, 0.904765, -0.290257], [-10.239419, 5.011913, 2.831849], [-1.199133, -1.448496, 1.274026], [-8.250330, -9.025909, 2.394560], [-8.453492, -9.358358, 0.663860], [-5.774948, 4.350320, 1.203627], [-2.871924, -10.369821, -0.581230], [10.277821, -0.596871, -0.316205], [4.025796, -1.061050, -4.303081], [7.580092, 0.207957, 1.333469], [9.201026, -3.144352, -5.916789], [3.456413, -6.908817, -1.594627], [6.312012, 5.236308, 1.397295], [9.484264, -0.761746, 2.175709], [8.449167, -3.074785, -4.311503], [0.822311, -3.349457, 0.628385], [-7.897777, 0.731838, 2.500488], [-1.649033, 11.984433, 3.482857], [-3.206544, 12.229681, 4.296024], [-1.338578, -6.451305, -0.946430], [9.010020, 1.289188, 0.610006], [3.243533, -2.542827, -0.627861], [-2.384626, 7.401973, 1.174355], [4.080584, -8.523179, -1.205564], [-0.727166, 1.291821, 0.664294], [-9.453106, 5.211208, 3.567077], [6.778404, -0.404435, -1.233774], [3.470236, 5.103372, 0.797072], [4.701690, 0.426887, -5.062453], [-3.365568, 7.862113, -0.230315], [-0.989941, 3.985197, 1.972923], [-9.976785, 5.436472, 1.857559], [-2.261744, 10.775687, 4.670692], [-1.771915, 8.610719, -0.013480], [9.125062, -1.586848, -5.070875], [-8.421456, 0.957102, 0.790970], [-5.510182, 4.100913, -0.561346], [3.638504, -7.430822, 0.120538], [-4.298956, -10.396412, -1.634769], [7.961357, 1.005966, -1.788564], [-9.148023, -0.311268, 1.796185], [3.776924, 0.533867, -2.436217], [-6.218487, 5.612640, 0.038770], [-1.156487, -6.973309, 0.768735], [-0.023861, 5.140009, 1.034723], [-11.161484, 5.487697, 3.177005], [-0.725176, 3.735790, 0.207950], [3.474547, -0.537436, -5.905914], [7.960520, 3.199175, 0.556629], [-8.147367, -10.702641, 1.824302], [8.716007, -1.685340, -0.517159], [-3.992831, -11.740695, -0.474326], [-2.126958, -7.930851, -0.366367]],
  "forces_ev_per_angstrom": [[1.813, -1.871, 0.858], [-0.390, 1.972, -0.305], [0.224, 1.737, -0.229], [1.047, 0.342, -0.009], [0.762, -0.749, -0.334], [0.478, 0.817, 0.953], [0.111, 1.130, 0.113], [0.899, 1.144, 1.086], [-0.229, -1.627, -0.470], [-1.522, -0.604, 0.364], [0.630, -0.486, -0.737], [1.056, -0.553, 0.188], [-0.943, 0.555, 0.265], [-1.025, -0.040, 0.196], [-0.836, 0.601, 0.438], [-1.010, -0.551, -0.113], [-1.606, 0.498, -0.328], [0.385, -0.699, -0.508], [0.969, -0.210, 0.457], [-0.307, -0.648, -1.540], [-1.931, 1.455, 1.700], [2.437, 3.834, 1.982], [-3.866, 0.461, -0.307], [-0.159, -0.503, 0.048], [4.155, 2.156, -2.196], [0.441, 0.938, 0.397], [0.077, 0.373, 0.107], [-0.394, 0.282, 0.182], [0.387, -0.366, -0.157], [0.481, -0.107, 0.213], [-0.162, 3.283, -0.520], [-0.533, -0.053, 0.085], [0.278, -0.475, -0.240], [-0.170, -0.897, -0.422], [2.806, -2.245, -0.938], [0.212, 0.240, 0.354], [3.102, -0.662, 0.546], [-2.924, 2.733, 1.098], [0.519, 0.183, 0.010], [-0.299, -0.327, -0.294], [0.335, -0.297, -0.119], [-3.834, -2.023, 2.100], [0.457, -0.313, 0.104], [0.290, -0.268, -0.380], [0.309, 0.106, -0.076], [-0.455, 0.292, 0.134], [-0.625, -0.278, 0.033], [-1.693, -3.906, -2.513], [2.079, -2.861, -0.903], [-1.783, 2.328, 0.833], [-0.940, 1.375, -0.029], [0.091, 0.137, 0.352], [0.418, -3.093, 0.518], [0.062, 0.533, 0.061], [2.358, 0.395, -1.159], [0.364, -0.042, -0.143], [0.117, -0.218, 0.108], [0.082, -0.043, -0.267], [-0.272, 0.102, 0.219], [-1.802, -0.717, 0.861], [0.165, 0.118, -0.072], [1.671, 0.253, -1.762], [-0.364, 0.137, -0.056], [-0.067, -0.051, 0.250], [-1.122, -1.948, -1.293], [0.184, -1.744, -1.540], [0.011, 0.246, -0.090], [0.797, 2.770, -0.829], [-0.090, 0.124, -0.226], [-0.070, -0.237, 0.105], [-0.073, -0.246, -0.288], [0.118, -0.068, 0.223], [-1.642, -1.589, -0.448], [-1.718, 1.932, 0.504], [0.011, 0.419, -0.220], [-0.392, -0.023, 0.035], [1.868, -2.262, -0.519], [-0.033, -0.049, -0.261], [0.927, 2.206, 0.841], [1.973, -2.192, -0.716], [0.012, -0.206, 0.098], [-0.021, 0.240, 0.324], [-0.048, -0.037, -0.233], [0.111, -0.110, 0.211], [0.102, 0.100, -0.226], [-0.045, -0.059, 0.225], [-0.175, -0.161, 0.116], [0.057, 0.058, 0.255], [0.063, 0.019, 0.257], [-0.116, 0.092, -0.224], [-0.048, -0.179, 0.194], [-1.693, -0.818, 1.783], [-0.183, 0.336, 0.099], [0.320, 0.034, 1.348], [0.379, 0.031, 0.066], [0.057, 0.063, -0.246], [-0.351, 0.057, -0.094], [0.068, -0.380, -0.073], [-0.143, 0.129, 0.255], [0.341, -0.181, -0.047], [-2.851, -0.451, -0.691], [0.032, 0.162, -0.217], [1.228, 1.070, 1.630], [-0.122, 0.207, -0.129], [0.349, -0.082, -0.047]]
}

Which of these has the highest charge?
C33H51N5O9PS2

Which formula does entry 1 have?
C33H51N5O9PS2